[1]
18
Properties=species:S:1:pos:R:3:forces:R:3:nbo_charge:R:1 method="wB97M-V/def2-TZVPD" smiles="C1=CC(n2cccn2)C=C1" homo_lumo_gap_ev=9.426 max_force_ev_per_a=4.222 e_above_lowest_kcal_mol=87.4 e_homo_ev=-8.94
H 1.053149 -1.990488 0.053749 -0.298 -1.804 0.250 0.210
H -3.121581 1.519638 1.011950 -1.723 0.498 1.153 0.221
H 3.473037 1.573376 0.272216 0.538 -0.452 0.202 0.214
C -1.487428 -1.002311 -0.361263 -0.356 0.497 0.713 -0.189
C -0.633707 0.214940 -0.730697 1.239 -1.812 -1.791 -0.108
C 2.793316 0.740286 0.186059 -0.485 1.252 -0.095 -0.065
H -3.165656 -1.381210 0.702423 -1.941 -0.974 1.110 0.221
H -1.371074 -2.055173 -0.579026 0.600 0.161 -0.351 0.216
H -0.410928 0.198171 -1.884497 -1.254 0.612 1.857 0.243
C -1.465662 1.383009 -0.125207 0.784 -4.145 -0.182 -0.171
C -2.508267 0.827794 0.544443 1.903 1.120 -1.523 -0.210
H -1.053828 2.310055 -0.327667 0.014 2.029 0.295 0.232
C -2.543994 -0.627918 0.387687 2.631 1.097 -1.587 -0.220
H 3.608915 -1.148011 0.817428 2.453 -1.805 1.047 0.219
C 2.837195 -0.607992 0.468022 -3.367 -0.161 -1.813 -0.332
C 1.575996 -1.097017 0.069305 -0.319 3.400 0.526 -0.048
N 0.811140 0.032645 -0.260863 1.174 -0.227 0.436 -0.155
N 1.609383 1.110203 -0.244061 -1.594 0.712 -0.246 -0.278


[2]
18
Properties=species:S:1:pos:R:3:forces:R:3:nbo_charge:R:1 method="wB97M-V/def2-TZVPD" smiles=Cc1ccc2nc[nH]c2c1 homo_lumo_gap_ev=9.241 max_force_ev_per_a=0.496 e_above_lowest_kcal_mol=2.5 e_homo_ev=-8.40
C 2.601431 -0.472473 1.078959 0.010 -0.001 -0.144 -0.626
C 0.516596 0.803836 0.456721 0.001 -0.083 -0.076 -0.272
N -1.715438 1.775668 -0.288313 -0.193 0.313 -0.031 -0.561
C -0.588047 -1.542920 -0.718458 0.003 -0.034 0.066 -0.181
H -1.672233 2.740542 0.005571 0.038 -0.274 -0.059 0.417
H -3.656027 1.765391 -1.200439 0.230 -0.204 0.085 0.197
C -2.768288 1.189797 -0.946203 -0.097 0.014 -0.117 0.206
H 1.232600 -2.477725 -0.102670 -0.045 0.122 -0.006 0.211
H 0.933994 1.704403 0.907042 -0.062 -0.208 -0.078 0.210
H 2.619514 -1.213299 1.883557 -0.010 0.037 -0.086 0.219
H -1.017599 -2.448695 -1.143519 0.087 0.230 0.048 0.224
N -2.575908 -0.065787 -1.229811 0.064 0.284 0.129 -0.445
H 2.902025 0.487040 1.504423 -0.017 -0.061 -0.058 0.212
C 0.662989 -1.552331 -0.129542 -0.119 0.269 -0.035 -0.235
C -0.751745 0.806362 -0.135376 0.183 -0.460 -0.034 0.169
H 3.355545 -0.769664 0.337246 -0.155 0.066 0.177 0.219
C -1.309111 -0.341842 -0.727516 0.208 -0.008 0.150 0.044
C 1.229702 -0.388304 0.448327 -0.125 -0.003 0.068 -0.009


[3]
18
Properties=species:S:1:pos:R:3:forces:R:3:nbo_charge:R:1 method="wB97M-V/def2-TZVPD" smiles=Cc1cc2cnccn2c1 homo_lumo_gap_ev=8.582 max_force_ev_per_a=4.064 e_above_lowest_kcal_mol=61.6 e_homo_ev=-7.96
C -0.777140 -0.917021 0.003349 1.377 0.753 -0.617 -0.109
N 0.574648 -0.596944 -0.041490 0.040 -0.518 0.677 -0.293
C 1.696765 -1.453943 -0.122985 0.633 3.730 0.834 -0.044
C 0.760066 0.779591 0.111508 -1.368 0.830 -0.173 0.052
H -3.645063 0.987657 0.474523 -0.535 1.170 1.190 0.209
C 2.918022 -0.780359 -0.080952 0.971 -2.905 -0.884 -0.050
H 2.262293 2.459022 0.316145 -0.310 -2.035 -0.282 0.203
H 1.463549 -2.488514 -0.037161 0.394 -0.627 -0.286 0.223
H -3.480892 -0.828444 0.422816 0.390 2.033 -0.644 0.212
H 3.858150 -1.451460 -0.207308 -1.706 1.382 0.392 0.205
H -1.022790 -1.957834 -0.103991 -0.399 -0.010 0.029 0.212
C -1.503913 0.269705 0.031848 -2.408 -0.514 -0.572 -0.016
H -3.785228 0.177360 -1.035850 1.375 0.137 0.244 0.221
C 2.124780 1.318290 0.168661 -1.827 1.587 -0.196 0.102
C -0.569321 1.340563 0.133142 1.022 -2.072 -0.352 -0.305
H -0.816355 2.352017 0.035070 -0.136 1.304 0.219 0.223
C -3.226094 0.202337 -0.068302 2.790 -2.953 0.119 -0.613
N 3.168528 0.587983 0.000971 -0.304 -1.293 0.302 -0.434


[4]
20
Properties=species:S:1:pos:R:3:forces:R:3:nbo_charge:R:1 method="wB97M-V/def2-TZVPD" multiplicity=3 homo_lumo_gap_ev="7.111 / 7.102" max_force_ev_per_a=6.692 e_above_lowest_kcal_mol=78.5 e_homo_ev="-7.24 / -10.41"
C 2.356927 -0.943999 0.588152 -3.450 -1.434 -0.130 -0.654
C 0.037228 -1.831116 0.003163 -3.197 -3.467 -2.693 -0.258
N -0.299696 2.803789 -0.408473 -1.249 0.730 0.672 0.488
C -1.544015 0.878296 0.260165 0.570 -3.917 -0.416 -0.281
H 2.681202 -1.387396 1.473802 0.833 -1.534 1.327 0.231
H 2.710966 -0.011588 0.712464 0.782 3.718 0.178 0.224
C 0.825056 -1.004022 0.610936 3.424 4.580 3.475 -0.050
O -0.844585 3.369065 0.533108 0.435 0.726 0.058 -0.404
H 0.290707 -0.185777 1.286499 1.453 -2.045 -1.292 0.218
H -3.013620 -0.580682 0.453207 -0.693 0.061 0.833 0.215
H 2.783233 -1.301404 -0.295194 0.583 -1.113 -1.224 0.231
O 0.208877 3.323857 -1.369566 0.741 0.747 -0.391 -0.350
C -1.956535 -0.488668 0.341445 -0.939 4.722 -0.147 -0.076
C -1.328040 -1.644216 0.011820 -1.157 -2.976 -1.360 -0.214
H -2.065430 -2.443312 -0.370000 1.605 1.043 0.553 0.222
N 1.109873 0.383060 -2.174983 0.320 -0.337 -0.347 -0.273
H -2.084065 1.560562 0.789816 -1.753 1.758 0.997 0.250
H 0.188760 -2.688552 -0.661445 1.464 0.139 0.543 0.239
C 0.395211 0.776568 -1.366406 -0.474 0.485 0.088 0.230
C -0.452052 1.415535 -0.418510 0.701 -1.885 -0.725 0.011


[5]
23
Properties=species:S:1:pos:R:3:forces:R:3:nbo_charge:R:1 method="wB97M-V/def2-TZVPD" homo_lumo_gap_ev=7.011 max_force_ev_per_a=3.149 e_above_lowest_kcal_mol=18.9 e_homo_ev=-8.94
H -0.143638 3.386705 1.041839 0.200 -0.240 0.206 0.215
C -1.178576 0.786060 -0.861891 1.750 0.016 -2.333 -0.045
N 0.810007 -0.583567 -0.854134 0.189 0.624 -0.238 0.428
O -0.444366 -0.415110 -0.400777 -0.844 -0.392 0.804 -0.317
C -0.433450 2.055669 -0.478962 -1.560 -1.532 0.234 -0.168
H -1.063398 0.733841 -1.995579 -1.361 -0.143 1.380 0.247
H 3.156937 -2.856867 -0.342130 0.081 1.055 -0.543 0.277
C -2.506061 0.565722 -0.117200 0.159 0.126 0.214 -0.183
C -2.403535 0.999081 1.281201 -1.681 0.481 1.166 -0.254
O 1.232269 0.245242 -1.673984 0.272 -0.678 0.374 -0.434
C -1.444943 1.854471 1.704888 -1.169 -1.598 -0.860 -0.156
H -1.454427 2.309376 2.646241 -0.268 0.186 1.472 0.219
Se -3.968640 -0.144827 -0.838718 0.901 0.384 0.282 0.229
H 3.677327 -1.110107 -0.083573 -1.607 -1.148 -1.194 0.233
O 1.681504 -3.567864 0.770743 -0.055 0.786 -0.064 -0.392
H -3.283953 0.906671 1.988382 1.072 -0.553 -1.172 0.238
C 2.948956 -1.816240 -0.687541 1.059 0.399 1.992 -0.672
H 3.152019 -1.722056 -1.722887 0.198 0.254 -0.992 0.239
O -0.195129 -2.549127 0.922625 1.049 0.603 -0.464 -0.360
H -0.045950 2.705041 -1.214438 0.760 0.164 -0.719 0.228
N 0.968916 -2.595397 0.509549 -2.212 -1.591 0.957 0.488
C 1.499916 -1.601417 -0.370432 1.400 0.148 -0.166 0.165
C -0.561791 2.414708 0.776782 1.666 2.651 -0.336 -0.228


[6]
33
Properties=species:S:1:pos:R:3:forces:R:3:nbo_charge:R:1 method="wB97M-V/def2-TZVPD" homo_lumo_gap_ev=5.426 max_force_ev_per_a=0.681 e_homo_ev=-8.42
Se -0.713609 3.143883 -0.798781 0.483 0.191 0.052 0.114
C 0.630521 2.361944 2.291958 0.037 0.085 -0.081 -0.249
H 0.908894 -3.002197 1.070124 0.029 0.002 -0.029 0.263
S -1.068075 2.397699 2.003849 -0.046 -0.057 0.035 0.209
Se 1.528377 4.493954 -4.022894 0.030 0.110 -0.035 -0.357
Sb -0.540360 3.502654 -3.763483 -0.486 -0.359 0.104 1.037
H -0.451986 -1.487348 -2.341003 0.015 0.018 -0.040 0.260
O -1.948952 -0.827935 -0.614387 -0.050 0.007 0.002 -0.967
N -0.143205 4.218924 5.092169 -0.024 0.036 -0.050 -0.299
H -1.101449 -3.705905 -1.105282 0.003 0.012 -0.012 0.223
C 0.566048 -1.705634 -2.019146 -0.077 -0.080 0.027 -0.616
O 2.146667 -1.091777 0.021919 0.043 0.107 -0.114 -0.919
O -2.994738 1.064894 0.529654 0.006 0.090 -0.106 -0.913
C -0.057798 -3.699135 -0.788753 -0.007 0.010 -0.006 -0.411
O -1.308551 -0.409647 1.705979 -0.631 -0.242 0.079 -0.909
H 0.584217 -3.691790 -2.877181 -0.002 -0.001 0.000 0.238
Se 0.305486 1.502225 -2.148103 0.052 0.117 0.165 -0.078
H 1.297072 -1.143314 -2.597467 0.023 -0.004 0.023 0.256
S 0.725770 -1.167399 -0.304023 0.037 -0.084 -0.091 1.507
Se -2.686016 3.467305 -4.621471 -0.011 -0.022 -0.063 -0.354
Se -2.784140 -0.555841 0.855748 0.050 -0.095 -0.201 2.649
H 0.207901 -4.709391 -0.480847 -0.010 -0.001 0.005 0.238
O -3.941072 -1.527871 1.321814 0.075 0.060 -0.039 -0.888
C 0.826591 -3.203938 -1.934201 -0.010 -0.016 0.022 -0.416
Re -0.797194 0.831677 0.112610 0.395 0.141 0.141 0.475
C 2.674408 2.826663 3.498688 -0.001 -0.023 0.078 0.281
C 1.260322 2.935949 3.353522 -0.014 0.064 -0.085 -0.400
H 1.880668 -3.384337 -1.717909 0.001 0.002 -0.007 0.227
H -0.802207 -2.571045 0.955740 0.021 -0.007 0.042 0.260
C 0.499273 3.660069 4.318068 0.047 -0.071 0.093 0.280
C 0.102798 -2.733418 0.387545 0.003 0.042 0.067 -0.584
N 3.814064 2.714181 3.608935 0.008 0.013 -0.046 -0.297
S 1.380261 1.495908 1.006615 0.011 -0.046 0.070 0.138